# 1
DFT (wB97M-V/def2-TZVPD) results for a molecular structure, C18H40AgBBr8N2OS in a non-equilibrium geometry.

Calculated values
- HOMO (spin up / spin down): -12.15 / -12.15 eV
- E_LUMO (spin up / spin down): -3.81 / -9.14 eV
- Spin multiplicity: 2
- Total charge: +1
- ⟨S²⟩: 0.76
- Gap between HOMO and LUMO (spin up / spin down): 0.3065 / 0.1108 Ha

CARTESIAN COORDINATES (ANGSTROEM)
Ag1 -17.02 -9.61 -0.02
B1 -17.28 -11.83 0.88
H1 -17.84 -11.75 -0.05
H2 -17.63 -11.15 1.65
H3 -17.49 -12.81 1.28
H4 -16.23 -11.68 0.72
C1 -19.51 -11.24 -3.17
C2 -19.67 -10.00 -3.99
C3 -18.57 -8.95 -3.72
C4 -18.98 -7.65 -4.25
N1 -19.31 -6.60 -4.70
H5 -19.55 -10.98 -2.11
H6 -18.49 -11.63 -3.15
H7 -20.26 -12.01 -3.33
H8 -20.66 -9.55 -3.98
H9 -19.49 -10.30 -5.03
H10 -17.65 -9.18 -4.25
H11 -18.44 -8.82 -2.64
C5 -15.47 -12.13 4.83
C6 -16.41 -11.06 5.32
C7 -17.86 -11.49 5.13
C8 -18.91 -10.47 5.24
N2 -19.74 -9.64 5.41
H12 -14.48 -11.68 4.96
H13 -15.63 -12.39 3.78
H14 -15.54 -13.07 5.37
H15 -16.20 -10.12 4.82
H16 -16.11 -10.77 6.33
H17 -18.05 -12.18 5.95
H18 -18.07 -11.91 4.14
C9 -21.18 -7.43 0.56
S1 -20.00 -8.77 1.02
O1 -19.31 -9.19 -0.23
C10 -18.85 -7.70 1.97
H19 -22.02 -7.88 0.03
H20 -20.77 -6.60 -0.02
H21 -21.60 -7.03 1.49
H22 -19.48 -7.07 2.61
H23 -18.33 -7.01 1.30
H24 -18.09 -8.19 2.57
Br1 -11.92 -11.77 3.65
C11 -13.20 -11.84 2.08
C12 -13.43 -13.29 1.65
Br2 -11.71 -14.14 1.13
H25 -12.65 -11.32 1.29
H26 -14.12 -11.30 2.28
H27 -14.12 -13.39 0.81
H28 -13.77 -13.95 2.45
Br3 -19.71 -16.88 1.12
C13 -18.48 -15.85 2.29
C14 -18.90 -15.93 3.79
Br4 -17.61 -14.91 4.86
H29 -18.48 -14.82 1.94
H30 -17.48 -16.20 2.04
H31 -18.76 -16.94 4.19
H32 -19.91 -15.55 3.93
Br5 -22.39 -12.47 -0.99
C15 -21.57 -12.18 0.81
C16 -21.60 -13.31 1.81
Br6 -23.08 -13.07 3.09
H33 -22.00 -11.30 1.29
H34 -20.53 -11.87 0.75
H35 -20.64 -13.25 2.33
H36 -21.62 -14.31 1.37
Br7 -16.47 -16.77 -0.86
C17 -17.00 -14.85 -0.71
C18 -16.23 -14.03 -1.74
Br8 -14.29 -14.58 -1.92
H37 -16.67 -14.50 0.27
H38 -18.08 -14.78 -0.68
H39 -16.40 -12.96 -1.56
H40 -16.65 -14.24 -2.73

---

# 2
DFT (wB97M-V/def2-TZVPD) results for a molecular structure, C26H30N4O5S in a non-equilibrium geometry.

Calculated values
- HOMO: -7.36 eV
- E_LUMO: -0.31 eV
- Total charge: 0
- Gap between HOMO and LUMO: 0.2592 Ha
- Energy above the lowest of the compared OMol25 structures with the same formula, charge and spin: 2662.2 kJ/mol

CARTESIAN COORDINATES (ANGSTROEM)
C1 -7.09 -4.58 -0.62
H1 -7.44 -5.53 -1.01
O1 -5.64 -4.56 -1.13
C2 -4.93 -3.63 -0.85
C3 -5.35 -2.61 -0.33
C4 -4.51 -1.51 0.12
C5 -3.22 -1.69 -0.15
C6 -2.77 -2.71 -1.11
C7 -3.71 -3.70 -1.33
H2 -3.32 -4.68 -1.76
H3 -1.78 -2.64 -1.29
N1 -2.27 -0.47 -0.23
C8 -2.02 0.15 0.77
N2 -1.03 1.33 0.79
C9 -0.68 2.09 1.71
H4 -1.21 1.69 2.87
H5 0.45 1.91 2.00
C10 -1.18 3.50 1.70
N3 -0.31 4.31 0.48
C11 -1.20 5.31 0.00
C12 -0.42 5.73 -1.43
O2 0.78 6.31 -0.81
C13 1.62 5.31 -0.26
C14 0.82 4.76 1.11
H6 1.46 4.08 1.16
H7 0.87 5.57 1.64
H8 2.60 5.45 -0.05
H9 1.81 4.51 -1.03
H10 -0.97 6.53 -1.72
H11 -0.23 4.86 -1.97
H12 -2.12 4.97 -0.49
H13 -1.37 6.09 0.43
H14 -2.17 3.57 1.38
H15 -1.06 3.98 2.55
C15 -0.33 1.35 -0.47
C16 1.01 0.82 -0.50
C17 1.25 -0.48 0.03
C18 2.44 -1.19 0.35
C19 2.69 -2.33 0.82
C20 3.79 -2.92 0.74
C21 4.97 -2.62 -0.07
C22 4.49 -1.32 -0.73
C23 3.31 -0.77 -0.80
N4 3.09 0.26 -1.51
C24 1.87 1.20 -1.53
O3 2.01 2.10 -2.13
H16 3.93 0.65 -2.13
H17 5.52 -1.18 -1.60
O4 6.13 -3.05 -0.48
C25 6.26 -4.03 0.67
C26 5.20 -4.93 0.82
H18 5.41 -5.69 1.58
O5 4.29 -4.14 1.26
H19 4.96 -5.56 0.03
H20 7.36 -4.74 0.37
H21 6.72 -3.49 1.76
H22 1.96 -2.83 1.42
H23 0.41 -0.84 0.96
H24 -0.90 1.31 -1.32
H25 0.11 2.47 -0.24
S1 -2.95 0.24 2.14
H26 -1.29 -0.71 -0.61
H27 -4.73 -0.52 0.50
H28 -6.54 -2.32 0.26
H29 -7.21 -4.59 0.42
H30 -7.63 -3.83 -1.15

---

# 3
DFT (wB97M-V/def2-TZVPD) results for a single C8H14 molecule in a non-equilibrium geometry.

Calculated values
- HOMO: -8.08 eV
- SMILES string: C/C=C/C=C/CCC
- E_LUMO: 1.13 eV
- Total charge: 0
- Gap between HOMO and LUMO: 0.3387 Ha
- Energy above the lowest of the compared OMol25 structures with the same formula, charge and spin: 169.7 kJ/mol

CARTESIAN COORDINATES (ANGSTROEM)
C1 -1.24 -0.80 4.23
C2 -0.30 -0.53 3.09
C3 -0.64 -0.05 1.89
C4 0.35 0.07 0.82
C5 0.03 0.12 -0.47
C6 0.95 0.75 -1.47
C7 1.11 0.12 -2.85
C8 -0.15 0.28 -3.72
H1 -0.74 -0.88 5.19
H2 -2.04 -0.06 4.31
H3 -1.62 -1.80 4.00
H4 0.77 -0.60 3.31
H5 -1.69 0.12 1.66
H6 1.39 0.15 1.16
H7 -0.87 -0.43 -0.74
H8 1.90 0.72 -0.92
H9 0.83 1.83 -1.57
H10 1.87 0.68 -3.40
H11 1.49 -0.90 -2.71
H12 0.13 0.36 -4.77
H13 -0.99 -0.41 -3.61
H14 -0.53 1.27 -3.44

---

> Which of these has the highest total charge?

C18H40AgBBr8N2OS